i:
{
  "formula": "C4H9N2O",
  "method": "wB97M-V/def2-TZVPD",
  "total_charge": 1,
  "orbital_gap_ev": 9.740,
  "lumo_ev": -3.824,
  "elements": ["C", "C", "C", "C", "N", "N", "O", "H", "H", "H", "H", "H", "H", "H", "H", "H"],
  "positions_angstrom": [[1.71012, -0.09447, 1.52975], [-0.26822, 0.25548, -1.92364], [-0.15788, 1.61554, 1.59359], [-1.37086, -1.49112, -0.90676], [2.53773, -0.68796, 0.97104], [-0.56467, -0.30427, -0.81194], [0.87120, 0.66243, 2.02850], [0.58517, 1.01374, -1.88677], [-0.70904, 0.13221, -2.83289], [-1.14596, 1.47394, 1.77282], [-0.15281, 1.64032, 0.50004], [-1.54182, -1.66434, -1.90501], [-0.85693, -2.42890, -0.38322], [-2.40421, -1.33672, -0.35252], [3.30031, -1.30038, 0.56129], [0.16786, 2.51447, 2.04572]],
  "nbo_charge": [0.95, -0.03, -0.21, -0.44, -0.54, -0.47, -0.43, 0.16, 0.17, 0.23, 0.24, 0.19, 0.22, 0.22, 0.52, 0.22]
}

***

ii:
{
  "formula": "C4H9N2O",
  "method": "wB97M-V/def2-TZVPD",
  "total_charge": 1,
  "orbital_gap_ev": 10.725,
  "lumo_ev": -3.288,
  "elements": ["C", "C", "C", "C", "N", "N", "O", "H", "H", "H", "H", "H", "H", "H", "H", "H"],
  "positions_angstrom": [[0.92418, -0.82814, -1.85039], [2.20404, -0.34936, -2.00722], [0.44902, -0.26350, -0.60147], [1.43255, 1.30696, 1.07134], [1.38597, 0.57056, -0.18591], [-2.17447, -0.51828, 0.51460], [2.54124, 0.43228, -0.99728], [0.48652, -1.63414, -2.28399], [3.13626, -0.55386, -2.50669], [-1.05687, -0.20514, -0.07794], [0.43753, 1.78492, 1.12024], [1.47441, 0.50107, 1.88104], [2.39761, 1.98493, 1.02442], [-2.45051, 0.40545, 0.93547], [-1.81413, -1.18386, 1.24945], [-2.84763, -0.88097, -0.14855]],
  "nbo_charge": [-0.36, 0.20, -0.01, -0.43, -0.06, -0.99, -0.25, 0.24, 0.25, 0.37, 0.23, 0.23, 0.27, 0.43, 0.43, 0.43]
}

***

Which of the structures shown above is the most stable? The most stable is ii.